1.
{
  "formula": "C4H10N2O",
  "method": "wB97M-V/def2-TZVPD",
  "symbols": ["C", "C", "C", "O", "N", "C", "N", "H", "H", "H", "H", "H", "H", "H", "H", "H", "H"],
  "positions_angstrom": [[0.50, -0.04, 0.19], [-0.82, 0.67, 0.23], [-0.19, 0.07, 1.50], [0.29, 0.85, 2.43], [0.37, -1.33, -0.47], [-0.36, -1.09, -1.77], [-0.13, 0.29, -2.14], [1.30, -1.75, -0.60], [1.44, 0.46, 0.00], [-0.79, 1.76, -0.01], [-1.66, 0.11, -0.19], [-0.76, -0.86, 1.82], [1.98, 2.66, 2.13], [0.01, -1.82, -2.51], [-1.46, -1.27, -1.59], [1.53, 3.08, 1.99], [-0.37, 0.41, -3.15]],
  "mulliken_charge": [-0.04, -0.62, 0.21, -0.50, -0.45, -0.50, -0.47, 0.31, 0.41, 0.29, 0.22, 0.32, -0.02, 0.40, 0.24, 0.00, 0.20],
  "fmax_ev_per_a": 7.32,
  "multiplicity": 1,
  "e_homo_ev": -7.875,
  "gap_ev": 4.75,
  "total_energy_ha": -342.838575
}

2.
{
  "formula": "C15H18IrN4SSi",
  "method": "wB97M-V/def2-TZVPD",
  "symbols": ["Ir", "N", "C", "S", "N", "N", "C", "C", "C", "C", "C", "C", "N", "H", "H", "H", "H", "H", "H", "H", "C", "Si", "C", "C", "C", "C", "C", "C", "C", "H", "H", "H", "H", "H", "H", "H", "H", "H", "H", "H"],
  "positions_angstrom": [[1.74, 0.21, -0.34], [4.31, -3.21, -0.53], [3.38, -2.28, -0.68], [3.56, -0.82, 0.35], [2.41, -2.42, -1.53], [1.57, -1.35, -1.56], [0.63, -1.31, -2.44], [-0.19, -0.10, -2.46], [-1.21, 0.09, -3.36], [-1.90, 1.30, -3.34], [-1.53, 2.28, -2.43], [-0.50, 2.01, -1.55], [0.16, 0.85, -1.54], [5.08, -3.10, 0.11], [4.28, -4.04, -1.11], [0.50, -2.12, -3.14], [-1.46, -0.69, -4.07], [-2.70, 1.48, -4.05], [-2.03, 3.23, -2.40], [-0.18, 2.75, -0.82], [1.41, -0.80, 3.14], [0.72, 0.23, 1.80], [1.64, 1.84, 1.40], [-1.10, 0.24, 1.62], [-1.80, -0.97, 1.58], [-3.17, -0.99, 1.44], [-3.88, 0.20, 1.36], [-3.20, 1.42, 1.41], [-1.83, 1.44, 1.53], [0.99, -0.46, 4.09], [2.50, -0.74, 3.20], [1.12, -1.85, 3.02], [2.44, 1.96, 2.13], [0.99, 2.71, 1.37], [2.25, 1.94, 0.43], [-1.26, -1.91, 1.68], [-3.70, -1.94, 1.42], [-4.95, 0.19, 1.27], [-3.76, 2.35, 1.38], [-1.32, 2.40, 1.60]],
  "mulliken_charge": [0.66, -0.36, 0.77, -0.35, -1.22, 0.67, -0.37, 0.70, -0.82, -0.32, -0.82, 0.07, -0.22, 0.21, 0.26, 0.49, 0.46, 0.48, 0.45, 0.49, -1.08, 0.10, -1.02, 0.79, -0.36, -0.73, -0.49, -0.74, -0.27, 0.40, 0.38, 0.36, 0.53, 0.48, 0.40, 0.35, 0.44, 0.44, 0.45, 0.36],
  "fmax_ev_per_a": 0.25,
  "multiplicity": 2,
  "e_homo_ev": [-15.339, -15.327],
  "charge": 2,
  "gap_ev": [7.36, 5.94],
  "total_energy_ha": -1592.898215
}

3.
{
  "formula": "C4H3N",
  "method": "wB97M-V/def2-TZVPD",
  "symbols": ["C", "C", "C", "C", "N", "H", "H", "H"],
  "positions_angstrom": [[-1.14, 0.09, -0.13], [0.19, 0.64, -0.23], [1.39, 0.92, -0.26], [2.08, -0.29, -0.06], [2.42, -1.39, 0.12], [-1.88, 0.88, -0.28], [-1.25, -0.37, 0.86], [-1.26, -0.70, -0.89]],
  "mulliken_charge": [-0.92, 0.34, -0.43, 0.51, -0.40, 0.33, 0.28, 0.28],
  "fmax_ev_per_a": 1.31,
  "smiles": "CC#CC#N",
  "multiplicity": 1,
  "e_homo_ev": -10.314,
  "gap_ev": 10.37,
  "total_energy_ha": -208.845739
}

4.
{
  "formula": "CHO2S2",
  "method": "wB97M-V/def2-TZVPD",
  "symbols": ["C", "O", "O", "S", "S", "H"],
  "positions_angstrom": [[1.61, 0.52, -0.14], [-3.61, -1.12, -0.56], [1.89, 1.66, -0.49], [2.67, -0.67, 0.50], [-2.96, -0.64, 0.73], [0.40, 0.26, -0.05]],
  "mulliken_charge": [0.15, -0.31, -0.54, -0.58, 0.29, -0.02],
  "fmax_ev_per_a": 2.30,
  "multiplicity": 1,
  "e_homo_ev": [-3.209, -3.214],
  "charge": -1,
  "gap_ev": [3.90, 3.93],
  "total_energy_ha": -985.534098
}

5.
{
  "formula": "C23H21N3O5S2",
  "method": "wB97M-V/def2-TZVPD",
  "symbols": ["C", "C", "H", "H", "O", "C", "C", "C", "C", "C", "C", "H", "H", "N", "C", "N", "C", "C", "C", "O", "S", "C", "H", "C", "H", "H", "H", "S", "C", "C", "O", "N", "C", "C", "C", "C", "C", "C", "H", "O", "C", "O", "H", "H", "H", "H", "H", "H", "H", "H", "H", "H", "H", "H"],
  "positions_angstrom": [[-5.01, 4.72, -5.06], [-3.75, 4.35, -5.85], [-3.90, 4.56, -6.86], [-2.86, 4.88, -5.37], [-3.27, 2.79, -5.87], [-2.83, 2.37, -4.54], [-2.43, 3.15, -3.33], [-2.20, 2.20, -2.27], [-2.04, 0.84, -2.29], [-2.35, 0.27, -3.53], [-2.92, 0.94, -4.40], [-3.09, 0.30, -5.39], [-2.17, -0.91, -3.67], [-1.67, 0.27, -1.10], [-0.43, -0.56, -1.22], [0.13, -1.06, -0.12], [-0.57, -1.10, 0.84], [-1.78, -0.42, 1.10], [-2.59, 0.25, -0.04], [-3.48, 0.97, 0.07], [-2.59, -0.72, 2.66], [-1.06, -1.33, 3.52], [-1.47, -2.16, 4.11], [-0.24, -1.83, 2.28], [0.61, -2.11, 2.36], [-0.57, -3.00, 1.91], [-0.40, -0.65, 3.75], [0.41, -0.31, -2.55], [2.17, -0.98, -1.88], [2.44, -0.36, -0.62], [2.20, 0.70, -0.34], [2.92, -1.48, 0.25], [3.18, -1.16, 1.64], [3.27, 0.02, 2.20], [3.53, 0.17, 3.61], [3.64, -0.92, 4.42], [3.82, -2.35, 3.60], [3.62, -2.10, 2.44], [3.61, -3.30, 1.91], [4.23, -3.12, 4.77], [4.48, -2.30, 5.75], [4.22, -0.94, 5.85], [5.57, -2.61, 6.19], [3.90, -2.89, 6.52], [3.41, 1.03, 4.20], [2.84, 0.97, 1.54], [2.97, -2.24, -0.14], [1.98, -2.04, -2.08], [2.74, -0.89, -2.67], [-1.89, 2.85, -1.20], [-2.77, 4.06, -3.30], [-5.03, 4.32, -4.00], [-5.38, 5.66, -5.28], [-5.75, 4.18, -5.59]],
  "mulliken_charge": [-1.09, -0.32, 0.41, 0.25, -0.47, 0.72, -1.09, 0.15, -0.74, 0.33, -0.75, 0.20, 0.22, 0.39, 0.04, -0.14, 0.63, 0.06, 0.24, -0.52, -0.17, -0.97, 0.41, -1.19, 1.00, 0.22, 0.45, -0.07, -1.20, 0.54, -0.45, -0.09, 0.30, 0.21, -1.11, 0.55, 0.31, -0.14, -0.04, -0.36, -0.27, -0.39, 0.19, 0.19, 0.39, 0.19, 0.07, 0.41, 0.74, 0.08, 0.64, 0.31, 0.43, 0.32],
  "fmax_ev_per_a": 17.51,
  "smiles": "CCOc1ccc(-n2c(SCC(=O)Nc3ccc4c(c3)OCO4)nc3c(c2=O)SCC3)cc1",
  "multiplicity": 1,
  "e_homo_ev": -7.153,
  "gap_ev": 6.92,
  "total_energy_ha": -2225.205111
}

6.
{
  "formula": "C18H15Cl4CuN4O7",
  "method": "wB97M-V/def2-TZVPD",
  "symbols": ["Cu", "Cl", "C", "C", "Cl", "C", "Cl", "C", "O", "C", "O", "C", "Cl", "N", "C", "O", "C", "C", "C", "N", "C", "C", "H", "H", "H", "H", "H", "H", "N", "C", "C", "O", "O", "H", "H", "H", "H", "H", "O", "C", "C", "C", "C", "O", "N", "H", "H", "H", "H"],
  "positions_angstrom": [[-7.91, 17.33, 5.24], [-2.54, 17.97, 1.49], [-4.15, 18.16, 2.12], [-4.96, 19.23, 1.67], [-4.52, 20.13, 0.24], [-6.26, 19.43, 2.19], [-7.31, 20.66, 1.68], [-6.76, 18.49, 3.13], [-7.92, 18.62, 3.69], [-5.93, 17.46, 3.56], [-6.32, 16.64, 4.50], [-4.62, 17.30, 3.04], [-3.88, 15.80, 3.54], [-8.96, 11.07, 8.74], [-8.37, 11.41, 7.57], [-8.11, 10.61, 6.74], [-8.24, 12.94, 7.29], [-7.54, 13.26, 6.14], [-7.49, 14.58, 5.78], [-8.01, 15.54, 6.49], [-8.67, 15.28, 7.64], [-8.82, 13.96, 8.03], [-8.64, 10.19, 9.13], [-9.10, 11.76, 9.46], [-6.92, 12.59, 5.61], [-7.06, 14.82, 4.88], [-9.05, 16.11, 8.26], [-9.49, 13.69, 8.95], [-2.35, 9.63, 4.30], [-0.97, 9.17, 4.11], [-1.03, 7.67, 3.71], [-0.10, 7.10, 3.21], [-2.18, 7.07, 4.08], [-2.46, 10.16, 5.18], [-2.78, 7.78, 4.33], [-2.63, 10.22, 3.54], [-0.45, 9.24, 5.07], [-0.38, 9.60, 3.31], [-11.13, 16.64, 6.66], [-10.68, 17.76, 6.56], [-11.62, 18.98, 6.76], [-10.67, 20.17, 6.55], [-9.32, 19.52, 6.22], [-8.26, 20.11, 6.18], [-9.44, 18.14, 6.19], [-12.00, 18.92, 7.79], [-12.42, 18.75, 6.04], [-10.56, 20.69, 7.51], [-11.04, 20.87, 5.76]],
  "mulliken_charge": [-0.02, -0.24, 0.58, 0.09, -0.24, 0.31, -0.21, 0.87, -0.95, -0.05, -0.82, -0.27, -0.20, -0.41, 0.23, -0.55, 1.27, -0.92, -0.01, -0.34, -0.47, -0.49, 0.26, 0.20, 0.48, 0.68, 0.36, 0.04, -0.61, -0.12, 0.41, -0.56, -0.51, 0.22, 0.46, 0.19, 0.24, 0.27, -0.67, 0.31, -0.43, -0.36, 0.46, -0.64, 0.16, 0.24, 0.24, 0.21, 0.28],
  "fmax_ev_per_a": 3.24,
  "multiplicity": 2,
  "e_homo_ev": [-4.229, -4.177],
  "charge": -1,
  "gap_ev": [5.96, 5.90],
  "total_energy_ha": -4922.042155
}